Record 1
DFT (ωB97M-V/def2-TZVPD) results for the ion C2NO5 with charge -1.

Computed properties:
SMILES string: O=C=[N+]([O-])OC(=O)[O-]
Charge: -1
Calculated total energy in a.u.: -507.10508
HOMO energy in eV: -4.2

Geometry as XYZ:
```
8
Properties=species:S:1:pos:R:3:mulliken_charge:R:1
C 1.2477 -0.5406 0.0740 0.57
C -1.6027 -0.1373 -0.0193 0.72
N 0.8274 0.6661 0.0964 0.57
O -2.7439 0.2206 -0.0346 -0.59
O -1.0107 -1.2160 -0.0443 -0.67
O 2.0664 -1.4112 -0.0198 -0.45
O -0.5238 0.9870 0.1200 -0.39
O 1.7138 1.5646 -0.1248 -0.75
```

Record 2
DFT (ωB97M-V/def2-TZVPD) results for a structure of composition C14H21B3F16NO8PS.

Computed properties:
Charge: 0
Calculated total energy in a.u.: -3614.90265
HOMO energy in eV: -8.8

Geometry as XYZ:
```
65
Properties=species:S:1:pos:R:3:mulliken_charge:R:1
C 5.1932 -2.3639 1.0167 -0.69
N 6.0154 -2.5540 -0.1412 -0.35
C 6.0185 -1.3336 -0.9551 -0.67
B 4.6881 -1.2134 -1.7629 0.24
O 3.9974 -0.0128 -1.7457 -0.46
B 2.7977 -0.3028 -1.1973 0.17
C 2.3431 0.2863 0.1834 -0.76
S 1.2055 1.6431 0.0867 1.05
O 1.7557 2.6924 0.8421 -0.66
O -0.0401 1.2034 0.5798 -0.56
O 2.0360 -1.1882 -1.8889 0.04
B 2.8006 -2.3418 -2.0475 0.51
P 1.9821 -4.0620 -1.6452 -0.35
C 1.6789 -3.9419 0.1647 -0.99
O 0.4597 -3.8731 -2.2737 -0.25
O 4.0852 -2.2331 -2.4475 -0.23
H 4.1620 -2.3110 0.7453 -0.05
H 5.4423 -1.4851 1.5924 0.37
H 5.2957 -3.1966 1.6621 0.40
H 6.9597 -2.6638 0.1843 0.28
H 6.8896 -1.2918 -1.5637 0.46
H 6.0426 -0.4911 -0.2903 0.33
H 3.1896 0.6725 0.6865 0.41
H 1.9115 -0.4343 0.8224 0.44
H 1.0822 2.0234 -1.2057 0.11
H 1.2507 -2.9988 0.4050 0.22
H 0.9914 -4.7042 0.4015 0.41
H 2.6006 -4.0737 0.6724 0.34
H 0.0007 -3.2133 -1.7545 0.26
C -0.0218 3.8517 4.2175 -0.80
C -0.8316 2.6080 3.8260 0.81
C -2.0204 2.8276 2.8924 0.22
F -2.9342 3.6555 3.4537 -0.26
F -2.6186 1.6351 2.6625 -0.27
F -1.2301 1.9622 4.9475 -0.29
F 0.0183 1.7975 3.1607 -0.21
O -0.3423 4.4570 5.4521 -0.41
C -1.3707 5.3364 5.5285 0.79
C -2.4895 4.7927 6.4139 0.19
F -2.9340 3.6143 5.9385 -0.21
F -3.5172 5.6721 6.4081 -0.26
F -1.8266 5.6748 4.3099 -0.28
F -0.9042 6.4589 6.1167 -0.31
H 0.9986 3.5032 4.3457 0.43
H 0.0056 4.5813 3.4109 0.35
H -1.6849 3.2424 1.9388 0.26
H -2.1282 4.6569 7.4351 0.25
C -3.5730 -0.1012 -3.5021 -0.76
C -4.2814 -0.2411 -4.8563 0.86
C -5.5555 -1.0850 -4.8888 0.11
F -5.3028 -2.3576 -4.5159 -0.21
F -6.0312 -1.0984 -6.1561 -0.27
F -3.4059 -0.6957 -5.7756 -0.27
F -4.6515 1.0159 -5.2290 -0.33
O -2.5005 -0.9791 -3.2560 -0.31
C -2.7455 -2.2290 -2.7889 0.63
C -2.3294 -3.2912 -3.8077 0.37
F -2.9886 -3.1046 -4.9696 -0.25
F -2.6555 -4.5095 -3.3272 -0.28
F -4.0269 -2.3728 -2.4180 -0.30
F -1.9843 -2.3965 -1.6773 -0.32
H -3.1162 0.8843 -3.5149 0.40
H -4.2823 -0.0979 -2.6764 0.33
H -6.3185 -0.6567 -4.2321 0.30
H -1.2548 -3.2485 -3.9928 0.28
```

Record 3
DFT (ωB97M-V/def2-TZVPD) results for a cluster of 3 separate species, C5H12O3 in total.

Computed properties:
SMILES string: C=C/C(O)=C/C.O.O
Charge: 0
Calculated total energy in a.u.: -423.35994
HOMO energy in eV: -8.5

Geometry as XYZ:
```
20
Properties=species:S:1:pos:R:3:mulliken_charge:R:1
C 2.2348 -0.9408 0.0024 -1.30
C 0.7366 -1.3426 -0.1659 -0.16
C -0.0468 -0.5159 -0.9010 0.44
O 0.3828 0.7577 -1.1822 -0.59
C -1.4121 -0.8025 -1.2713 -0.28
C -2.1561 -1.4064 -0.3499 -0.76
H 2.4268 -0.4026 0.8872 0.28
H 2.8134 -1.9091 -0.0267 0.31
H 2.6076 -0.5030 -0.9700 0.44
H 0.3318 -2.2394 0.2493 0.46
H 1.3480 0.7305 -1.4117 0.19
H -1.6866 -0.3852 -2.2155 0.37
H -1.8975 -1.6375 0.6861 0.28
H -3.1809 -1.6818 -0.5919 0.26
H 0.6291 1.2377 2.6441 0.31
H 0.7893 0.3176 3.8433 0.29
O 0.8204 0.3477 2.8746 -0.60
H -1.8156 2.5684 -0.0676 0.29
H -0.3309 2.2013 -0.4229 0.43
O -0.9337 2.8553 -0.0080 -0.66
```

Record 4
DFT (ωB97M-V/def2-TZVPD) results for the molecule H2S.

Computed properties:
SMILES string: S
Charge: 0
Calculated total energy in a.u.: -399.36780
HOMO energy in eV: -9.8

Geometry as XYZ:
```
3
Properties=species:S:1:pos:R:3:mulliken_charge:R:1
H -0.4652 -0.6195 0.9534 0.14
H -0.2794 1.2009 0.5679 0.16
S 0.0465 -0.0363 -0.0951 -0.29
```

Record 5
DFT (ωB97M-V/def2-TZVPD) results for a cluster of 2 separate species, C5H11NO3 in total.

Computed properties:
SMILES string: CC(C)(O)CN.O=C=O
Charge: 0
Calculated total energy in a.u.: -477.59511
HOMO energy in eV: -9.5

Geometry as XYZ:
```
20
Properties=species:S:1:pos:R:3:mulliken_charge:R:1
C 0.0214 -0.2422 -0.3075 1.67
C -1.4734 -0.4187 -0.6688 -1.05
C 0.9038 -0.7886 -1.4256 -1.70
C 0.3561 -0.9112 1.0277 -1.81
C 1.8673 1.9648 0.7550 0.81
N -2.4435 0.1187 0.2647 -0.58
O 0.2801 1.1756 -0.2416 -0.67
O 1.1057 2.5379 1.4817 -0.52
O 2.8600 1.4771 0.4097 -0.37
H -0.1095 1.6918 0.6097 0.44
H -2.3765 -0.3167 1.1752 0.27
H -2.3584 1.1241 0.3640 0.25
H -1.6464 0.0545 -1.6385 0.40
H -1.6689 -1.4877 -0.7862 0.42
H 1.9478 -0.5786 -1.2038 0.37
H 0.7564 -1.8619 -1.5289 0.40
H 0.6522 -0.3070 -2.3687 0.41
H 1.4172 -0.8093 1.2457 0.41
H -0.1973 -0.4528 1.8479 0.44
H 0.1059 -1.9696 0.9885 0.42
```

Record 6
DFT (ωB97M-V/def2-TZVPD) results for the molecule C10H14O.

Computed properties:
SMILES string: C=CC[C@H]1C(=O)[C@@H]2CC[C@H]1C2
Charge: 0
Calculated total energy in a.u.: -464.65194
HOMO energy in eV: -9.1

Geometry as XYZ:
```
25
Properties=species:S:1:pos:R:3:mulliken_charge:R:1
O 1.8544 2.1938 -0.3476 -0.62
C 1.3199 1.1057 -0.2563 -0.10
C -3.2478 0.6238 1.3630 -0.79
C -2.5433 0.9896 0.2522 -0.20
C 0.6776 -1.5257 -1.2306 -0.94
C 2.1586 -1.0639 -1.1120 -0.84
C 1.0563 -0.8458 0.9844 -1.02
C -1.1489 1.6051 0.3496 -0.65
C -0.0434 -0.8045 -0.0717 0.00
C 2.1156 -0.1667 0.1220 0.08
C -0.1452 0.7268 -0.4497 -0.10
H -4.2063 0.1309 1.2416 0.27
H -2.8609 0.6739 2.3561 0.28
H -3.0071 0.8514 -0.7324 0.30
H 0.6079 -2.6271 -1.1617 0.33
H 0.2282 -1.2341 -2.1681 0.39
H 2.5447 -0.5510 -2.0048 0.36
H 2.8067 -1.9224 -0.9210 0.36
H 1.3231 -1.8908 1.2701 0.35
H 0.8326 -0.2885 1.8997 0.36
H -0.8215 1.7244 1.4100 0.27
H -1.1714 2.6101 -0.0694 0.38
H -0.9694 -1.2727 0.1956 0.59
H 3.0700 0.0948 0.5813 0.44
H -0.4304 0.8629 -1.5004 0.49
```